No. 1
# C52H108BN4O16

9 unconnected molecules or ions with the total composition C52H108BN4O16 (ωB97M-V/def2-TZVPD, the Open Molecules 2025 dataset).

Element x y z (Å)
O: -1.610 20.933 -11.088
C: -0.956 20.850 -12.125
O: 0.229 20.234 -12.372
B: 0.441 20.221 -13.813
O: -0.683 21.007 -14.440
C: -1.499 21.416 -13.464
O: -2.578 21.878 -13.598
O: 0.406 18.782 -14.071
C: 1.599 18.361 -14.734
O: 1.741 17.369 -15.320
C: 2.440 19.698 -14.921
O: 1.769 20.668 -14.213
O: 3.494 19.817 -15.495
C: -0.763 24.735 -15.449
C: -1.093 26.152 -15.051
C: -2.584 26.375 -14.929
O: -0.522 26.428 -13.735
H: 0.288 24.505 -15.268
H: -1.078 24.417 -16.443
H: -1.213 23.992 -14.791
H: -0.639 26.901 -15.699
H: -3.016 26.586 -15.908
H: -2.905 27.192 -14.284
H: -3.171 25.478 -14.734
H: 0.430 26.384 -13.850
C: -3.280 16.983 -16.273
C: -3.761 16.441 -14.917
C: -2.785 16.857 -13.840
O: -4.985 17.025 -14.716
H: -2.499 16.254 -16.488
H: -3.051 18.048 -16.325
H: -4.037 16.973 -17.057
H: -3.920 15.363 -14.949
H: -2.027 17.526 -14.246
H: -2.115 16.056 -13.528
H: -3.284 17.369 -13.017
H: -5.639 16.360 -14.489
C: -2.256 17.779 -10.210
C: -0.920 17.263 -9.609
C: 0.458 17.760 -10.216
O: -0.812 17.579 -8.175
H: -2.540 18.770 -9.856
H: -2.945 17.016 -9.846
H: -2.291 17.631 -11.289
H: -1.006 16.197 -9.822
H: 1.382 17.305 -9.859
H: 0.536 18.846 -10.177
H: 0.475 17.510 -11.277
H: -0.034 17.176 -7.782
C: -5.273 21.181 -11.257
C: -6.020 21.833 -12.343
C: -5.844 23.438 -12.267
O: -5.569 21.334 -13.550
H: -5.793 21.192 -10.299
H: -4.355 21.749 -11.103
H: -5.068 20.112 -11.326
H: -7.078 21.794 -12.082
H: -6.053 23.779 -11.253
H: -6.518 23.915 -12.979
H: -4.865 23.711 -12.659
H: -4.639 21.553 -13.643
C: 4.243 11.160 -12.813
C: 4.461 12.661 -13.042
C: 4.466 13.085 -14.548
C: 3.019 13.013 -15.148
C: 2.040 13.988 -14.413
C: 2.093 13.796 -12.907
N: 3.502 13.504 -12.339
O: 3.481 13.336 -10.984
C: 1.585 15.130 -12.363
C: 1.080 12.698 -12.578
C: 5.882 13.058 -12.571
H: 4.216 11.070 -11.727
H: 5.072 10.512 -13.095
H: 3.250 10.840 -13.127
H: 4.950 14.046 -14.724
H: 5.055 12.409 -15.168
H: 2.584 12.014 -15.110
H: 3.020 13.263 -16.209
H: 1.084 13.739 -14.873
H: 2.397 14.972 -14.717
H: 1.582 14.961 -11.286
H: 2.231 16.001 -12.468
H: 0.529 15.297 -12.577
H: 1.183 11.691 -12.983
H: 0.967 12.678 -11.494
H: 0.081 12.971 -12.916
H: 6.670 12.356 -12.842
H: 5.997 13.107 -11.488
H: 6.105 14.086 -12.857
H: 2.960 12.551 -10.796
C: 2.250 20.244 -21.392
C: 1.555 20.161 -20.064
C: 2.111 21.160 -19.065
C: 1.208 21.479 -17.908
C: -0.184 21.749 -18.347
C: -0.844 20.583 -19.209
N: 0.070 20.327 -20.287
O: -0.387 19.504 -21.223
C: -1.054 19.408 -18.275
C: -2.263 21.026 -19.678
C: 1.847 18.704 -19.507
H: 3.288 19.923 -21.480
H: 2.099 21.271 -21.727
H: 1.855 19.532 -22.117
H: 3.014 20.694 -18.670
H: 2.490 22.074 -19.521
H: 1.500 22.272 -17.220
H: 1.256 20.567 -17.313
H: -0.391 22.703 -18.831
H: -0.687 21.831 -17.384
H: -0.259 19.219 -17.553
H: -1.971 19.578 -17.711
H: -1.317 18.511 -18.836
H: -2.847 21.453 -18.864
H: -2.161 21.839 -20.396
H: -2.750 20.196 -20.190
H: 2.736 18.213 -19.903
H: 1.098 18.041 -19.939
H: 1.745 18.522 -18.437
H: -0.711 20.162 -21.843
C: 4.698 16.567 -17.461
C: 6.211 16.376 -17.410
C: 6.615 16.403 -18.878
C: 8.186 16.424 -19.104
C: 8.586 17.751 -18.441
C: 8.357 17.744 -16.995
N: 6.884 17.514 -16.767
O: 6.558 17.585 -15.445
C: 9.313 16.869 -16.104
C: 8.474 19.250 -16.552
C: 6.593 15.109 -16.755
H: 4.041 16.969 -16.690
H: 4.283 15.676 -17.933
H: 4.423 17.296 -18.223
H: 6.132 15.557 -19.366
H: 6.313 17.271 -19.464
H: 8.359 16.534 -20.175
H: 8.832 15.588 -18.839
H: 7.989 18.532 -18.912
H: 9.585 18.138 -18.641
H: 10.365 17.120 -16.235
H: 8.940 17.069 -15.099
H: 9.270 15.803 -16.328
H: 7.722 19.849 -17.065
H: 8.222 19.446 -15.510
H: 9.389 19.726 -16.902
H: 6.547 15.207 -15.670
H: 7.560 14.663 -16.988
H: 5.864 14.335 -16.990
H: 5.682 17.970 -15.520
C: 1.100 18.623 -5.159
C: 0.809 20.132 -5.446
C: 1.608 20.579 -6.759
C: 1.044 21.838 -7.423
C: -0.511 21.745 -7.610
C: -1.277 21.453 -6.308
N: -0.694 20.299 -5.626
O: -1.316 20.081 -4.379
C: -1.464 22.779 -5.596
C: -2.698 21.093 -6.794
C: 1.305 21.045 -4.272
H: 2.182 18.500 -5.101
H: 0.667 17.827 -5.765
H: 0.806 18.414 -4.130
H: 2.693 20.616 -6.661
H: 1.359 19.776 -7.453
H: 1.420 21.804 -8.446
H: 1.432 22.688 -6.861
H: -0.829 21.002 -8.341
H: -0.855 22.689 -8.032
H: -1.904 22.565 -4.622
H: -0.518 23.285 -5.403
H: -2.097 23.481 -6.139
H: -3.334 20.899 -5.931
H: -3.162 21.808 -7.473
H: -2.646 20.270 -7.507
H: 2.364 21.262 -4.410
H: 1.197 20.492 -3.339
H: 0.887 22.044 -4.398
H: -1.185 20.907 -3.908

spin multiplicity: 1
charge: -1
HOMO energy: -6.16 eV
E_LUMO: 2.1 eV
strongest force on any atom: 0.1131 hartree/bohr
Kohn-Sham gap: 8.3 eV



No. 2
# C52H108N4O14

14 unconnected molecules or ions with the total composition C52H108N4O14 (ωB97M-V/def2-TZVPD, the Open Molecules 2025 dataset).

Element x y z (Å)
C: -3.608 -19.051 6.981
C: -2.863 -19.947 6.029
O: -2.159 -19.495 5.138
N: -3.067 -21.263 6.236
C: -2.580 -22.328 5.378
H: -2.922 -18.479 7.606
H: -4.317 -19.574 7.621
H: -4.127 -18.307 6.376
H: -3.712 -21.581 6.934
H: -2.023 -23.120 5.880
H: -2.059 -21.987 4.491
H: -3.477 -22.836 5.002
C: -0.071 -22.615 -0.690
C: 1.033 -23.421 -1.347
O: 1.415 -24.484 -0.883
N: 1.567 -22.874 -2.464
C: 2.622 -23.549 -3.197
H: 0.106 -21.549 -0.821
H: -0.160 -22.881 0.361
H: -1.036 -22.881 -1.133
H: 1.055 -22.153 -2.938
H: 3.046 -22.820 -3.883
H: 2.307 -24.440 -3.746
H: 3.386 -23.922 -2.516
C: 2.839 -28.900 4.150
C: 4.236 -28.773 3.582
O: 4.585 -29.361 2.568
N: 5.002 -27.889 4.249
C: 6.376 -27.626 3.783
H: 2.811 -29.721 4.868
H: 2.152 -29.108 3.333
H: 2.544 -27.954 4.602
H: 4.813 -27.682 5.213
H: 7.010 -28.342 4.301
H: 6.692 -26.607 4.008
H: 6.426 -27.661 2.701
C: -0.035 -27.128 -3.118
C: 0.362 -28.031 -1.963
O: 0.341 -29.247 -2.045
N: 0.682 -27.360 -0.829
C: 1.068 -28.029 0.406
H: -0.039 -26.064 -2.900
H: -1.040 -27.495 -3.339
H: 0.630 -27.334 -3.956
H: 0.926 -26.385 -0.919
H: 2.151 -28.096 0.510
H: 0.701 -29.053 0.388
H: 0.607 -27.561 1.276
C: 5.588 -25.636 0.300
C: 4.175 -25.235 0.719
C: 4.382 -25.161 2.251
O: 5.709 -24.745 2.407
C: 6.459 -24.761 1.201
H: 5.804 -25.538 -0.764
H: 5.830 -26.651 0.629
H: 3.408 -25.908 0.342
H: 3.924 -24.246 0.327
H: 4.179 -26.177 2.603
H: 3.666 -24.449 2.667
H: 7.420 -25.237 1.394
H: 6.550 -23.763 0.759
C: 4.884 -24.097 5.714
C: 5.286 -22.883 4.919
C: 4.973 -21.739 5.892
O: 5.265 -22.273 7.196
C: 5.144 -23.674 7.187
H: 5.433 -25.013 5.491
H: 3.831 -24.337 5.550
H: 4.739 -22.729 3.987
H: 6.343 -22.853 4.655
H: 3.928 -21.414 5.910
H: 5.585 -20.852 5.733
H: 4.308 -24.024 7.800
H: 6.055 -24.181 7.513
C: 0.368 -22.035 7.647
C: 1.430 -21.700 8.694
C: 2.492 -20.990 7.897
O: 1.795 -20.285 6.871
C: 0.530 -20.885 6.615
H: -0.640 -22.140 8.047
H: 0.621 -22.985 7.168
H: 1.829 -22.577 9.207
H: 1.007 -21.042 9.461
H: 2.998 -21.809 7.351
H: 3.256 -20.404 8.396
H: 0.546 -21.330 5.619
H: -0.247 -20.141 6.766
C: -0.371 -25.561 3.946
C: 1.107 -25.609 4.301
C: 1.449 -24.119 4.486
O: 0.332 -23.369 4.003
C: -0.566 -24.212 3.283
H: -0.948 -25.487 4.877
H: -0.776 -26.386 3.362
H: 1.659 -26.067 3.477
H: 1.274 -26.216 5.191
H: 2.291 -23.816 3.856
H: 1.566 -23.868 5.542
H: -0.306 -24.308 2.219
H: -1.574 -23.814 3.379
C: -1.440 -25.802 7.614
C: -1.881 -27.207 7.998
C: -1.014 -27.466 9.251
O: -0.886 -26.211 9.855
C: -1.036 -25.145 8.936
H: -2.265 -25.268 7.133
H: -0.615 -25.785 6.900
H: -1.760 -27.971 7.231
H: -2.924 -27.229 8.320
H: -0.071 -27.968 8.994
H: -1.502 -28.209 9.887
H: -0.085 -24.624 8.785
H: -1.747 -24.411 9.320
C: -6.398 -25.948 5.424
C: -5.066 -25.373 5.851
C: -4.033 -26.293 5.226
O: -4.743 -27.493 4.917
C: -6.054 -27.447 5.468
H: -6.717 -25.763 4.394
H: -7.240 -25.657 6.052
H: -5.004 -25.398 6.944
H: -5.001 -24.310 5.608
H: -3.167 -26.448 5.877
H: -3.582 -25.865 4.324
H: -6.049 -27.713 6.532
H: -6.754 -28.067 4.918
C: -2.617 -20.987 1.897
C: -3.077 -21.174 0.462
C: -2.540 -19.918 -0.230
O: -1.503 -19.370 0.617
C: -1.308 -20.212 1.756
H: -2.432 -21.958 2.360
H: -3.303 -20.395 2.504
H: -4.158 -21.220 0.326
H: -2.644 -22.083 0.040
H: -3.325 -19.162 -0.256
H: -2.086 -20.139 -1.194
H: -1.168 -19.617 2.658
H: -0.476 -20.898 1.563
C: -1.967 -30.915 3.494
C: -1.663 -30.355 4.860
C: -0.867 -29.046 4.615
O: -0.447 -29.208 3.254
C: -0.720 -30.479 2.702
H: -2.818 -30.410 3.026
H: -2.224 -31.973 3.487
H: -1.152 -31.076 5.504
H: -2.582 -30.128 5.410
H: 0.024 -29.031 5.241
H: -1.616 -28.256 4.628
H: 0.109 -31.165 2.920
H: -0.862 -30.407 1.627
C: -3.106 -27.252 -0.630
C: -2.742 -28.220 0.476
C: -2.973 -27.365 1.750
O: -2.746 -25.997 1.345
C: -2.454 -26.006 -0.037
H: -4.191 -27.226 -0.746
H: -2.657 -27.419 -1.609
H: -1.683 -28.462 0.377
H: -3.312 -29.148 0.546
H: -2.155 -27.687 2.404
H: -3.915 -27.544 2.266
H: -1.390 -25.913 -0.269
H: -2.900 -25.124 -0.517
C: 1.831 -19.511 2.906
C: 2.259 -20.950 3.182
C: 2.417 -21.563 1.788
O: 2.179 -20.533 0.809
C: 2.341 -19.283 1.482
H: 2.271 -18.856 3.656
H: 0.757 -19.334 2.837
H: 1.496 -21.428 3.800
H: 3.200 -20.915 3.728
H: 1.719 -22.377 1.597
H: 3.452 -21.917 1.733
H: 1.800 -18.490 0.970
H: 3.410 -19.031 1.507

spin multiplicity: 1
charge: 0
HOMO energy: -9.08 eV
E_LUMO: 0.2 eV
strongest force on any atom: 0.0578 hartree/bohr
Kohn-Sham gap: 9.3 eV